No. 1
Here is 3 unconnected molecules or ions with the total composition C16H41N4 from the OMol25 dataset. Energies are from ωB97M-V/def2-TZVPD.

Summary:
F_max = 0.2 eV/A
Kohn-Sham gap = 0.1545 Ha
Total charge = -1

Last column: natural (NBO) charge in e.
Cartesian coordinates (Å):
C: 1.3785 0.8957 -0.6337  -0.635
C: 0.7408 -0.2511 0.1577  -0.217
N: -0.3644 -0.9033 -0.5372  -0.681
C: -1.7102 -0.7555 0.0514  -0.519
C: -2.4194 0.4650 -0.4834  -0.285
N: -2.0645 1.7348 0.2308  -0.902
H: 0.8039 1.8167 -0.5077  0.214
H: 1.3881 0.6582 -1.7018  0.186
H: 2.4157 1.0707 -0.3305  0.179
H: 0.3519 0.1278 1.1054  0.187
H: 1.5264 -0.9793 0.4190  0.140
H: -0.3683 -0.5595 -1.5008  0.297
H: -2.2962 -1.6354 -0.2599  0.121
H: -3.5052 0.3037 -0.4260  0.149
H: -2.1807 0.6411 -1.5583  0.107
H: -1.5722 1.4176 1.0626  0.351
H: -2.9078 2.1786 0.5780  0.329
C: -4.9702 -2.3858 1.4877  -0.633
C: -4.8843 -3.6192 0.6035  -0.211
N: -3.9286 -4.6022 1.0812  -0.441
C: -3.5718 -5.6062 0.1028  -0.201
C: -4.6641 -6.5845 -0.3538  -0.634
C: -4.1032 -5.0549 2.4457  -0.212
C: -5.4475 -5.7001 2.8151  -0.636
H: -3.9848 -1.9269 1.5997  0.258
H: -5.6318 -1.6529 1.0223  0.204
H: -5.3772 -2.6129 2.4758  0.182
H: -4.5459 -3.3072 -0.3881  0.205
H: -5.8963 -4.0430 0.4698  0.138
H: -2.7266 -6.1751 0.5022  0.185
H: -3.1919 -5.0744 -0.7742  0.198
H: -4.9061 -7.3185 0.4154  0.192
H: -4.3255 -7.1309 -1.2373  0.202
H: -5.5822 -6.0594 -0.6224  0.202
H: -3.9390 -4.2005 3.1060  0.198
H: -3.2913 -5.7556 2.6603  0.188
H: -6.2848 -5.1128 2.4339  0.204
H: -5.5497 -5.7498 3.9018  0.201
H: -5.5444 -6.7138 2.4261  0.194
C: 6.2524 4.9030 1.2020  -0.616
C: 5.2523 4.1754 0.3165  -0.216
N: 4.6157 5.0472 -0.6549  -0.453
C: 3.4491 4.4483 -1.2908  -0.208
C: 3.6647 3.2254 -2.1855  -0.637
C: 5.5157 5.7778 -1.5301  -0.213
C: 6.5166 4.9683 -2.3660  -0.638
H: 5.7860 5.7681 1.6761  0.209
H: 6.6108 4.2313 1.9834  0.210
H: 7.1236 5.2475 0.6422  0.195
H: 4.4547 3.7674 0.9424  0.204
H: 5.7506 3.3066 -0.1429  0.157
H: 2.9470 5.2325 -1.8644  0.187
H: 2.7590 4.1682 -0.4906  0.203
H: 4.1158 3.4855 -3.1436  0.189
H: 2.7028 2.7527 -2.3851  0.233
H: 4.2930 2.4772 -1.7007  0.205
H: 6.0789 6.4889 -0.9196  0.184
H: 4.8935 6.3841 -2.1937  0.193
H: 7.0167 4.2089 -1.7625  0.203
H: 7.2882 5.6313 -2.7639  0.203
H: 6.0433 4.4653 -3.2074  0.206

Cartesian forces, eV/Å:
C -0.1 0.0 0.0
C 0.0 0.0 0.0
N -0.1 0.1 0.1
C -0.1 0.1 -0.2
C 0.0 -0.1 0.0
N 0.1 0.0 0.0
H 0.0 0.0 -0.1
H 0.1 0.0 0.0
H 0.0 0.1 0.1
H 0.1 0.0 0.0
H 0.0 0.0 -0.1
H 0.1 0.0 0.0
H 0.0 0.0 0.1
H 0.0 0.0 0.0
H 0.0 0.1 0.0
H -0.1 0.0 0.1
H 0.0 0.0 0.0
C 0.1 0.1 0.0
C 0.0 0.0 0.0
N -0.1 -0.1 0.0
C 0.1 0.0 0.0
C 0.0 0.0 0.0
C 0.0 0.0 0.0
C 0.0 0.0 0.0
H 0.0 0.0 0.0
H 0.0 0.0 0.0
H 0.0 0.0 0.0
H 0.0 0.0 0.0
H 0.0 0.0 0.0
H 0.0 0.0 0.0
H 0.0 0.0 0.0
H 0.0 0.0 0.0
H 0.0 0.0 0.0
H 0.0 0.0 0.0
H 0.0 0.0 0.0
H 0.0 0.0 0.0
H 0.0 0.0 0.0
H 0.0 0.0 0.0
H 0.0 0.0 0.0
C 0.0 0.0 0.0
C 0.0 0.0 0.0
N 0.0 0.0 0.0
C -0.1 0.0 0.0
C 0.0 0.0 0.0
C 0.0 0.0 0.0
C 0.0 0.0 0.0
H 0.0 0.0 0.0
H 0.0 0.0 0.0
H 0.0 0.0 0.0
H 0.0 0.0 0.0
H 0.0 0.0 0.0
H 0.0 0.0 0.0
H 0.0 0.0 0.0
H 0.0 0.0 0.0
H 0.0 0.0 0.0
H 0.0 0.0 0.0
H 0.0 0.0 0.0
H 0.0 0.0 0.0
H 0.0 0.0 0.0
H 0.0 0.0 0.0
H 0.0 0.0 0.0


No. 2
Here is 2 unconnected molecules or ions with the total composition C4H10O2 from the OMol25 dataset. Energies are from ωB97M-V/def2-TZVPD.

Summary:
F_max = 0.6 eV/A
ΔE to the lowest compared entry with this formula, charge and spin = 522.1 kJ/mol
Kohn-Sham gap (alpha / beta) = 0.3023 / 0.3053 Ha
Total charge = 0

Last column: natural (NBO) charge in e.
Cartesian coordinates (Å):
C: -2.6594 -0.8227 0.1609  -0.252
O: -1.3079 -0.7125 -0.2005  -0.535
C: -0.5316 -0.1174 0.8266  -0.137
C: 0.8939 -0.1045 0.4333  0.064
O: 1.4400 1.0433 0.1731  -0.340
C: 2.6182 1.2749 -0.3210  -0.152
H: -3.1752 -1.3214 -0.6629  0.196
H: -2.7886 -1.4198 1.0785  0.162
H: -3.1193 0.1650 0.3260  0.163
H: -0.8599 0.9180 1.0139  0.182
H: -0.6801 -0.6881 1.7606  0.171
H: 1.5003 -0.9991 0.3274  0.166
H: 0.9375 -0.2026 -1.9313  -0.004
H: 2.8823 2.3175 -0.4037  0.178
H: 3.3231 0.4559 -0.4163  0.159
H: 1.5267 0.2135 -2.1645  -0.022

Cartesian forces, eV/Å:
C -0.3 -0.1 0.0
O 0.1 0.0 -0.1
C 0.2 0.1 0.2
C -0.1 -0.6 0.2
O -0.4 0.5 0.1
C 0.6 0.0 -0.1
H 0.0 0.1 0.1
H 0.0 0.1 -0.1
H 0.1 -0.1 0.0
H 0.0 -0.1 0.0
H 0.0 0.0 -0.1
H -0.1 0.1 0.0
H 0.2 0.1 -0.1
H 0.0 -0.1 0.0
H -0.1 0.1 0.0
H -0.2 -0.1 0.0


No. 3
Here is a molecular structure, C25H21N5O4PS2Tm at a distorted geometry from the OMol25 dataset. Energies are from ωB97M-V/def2-TZVPD.

Summary:
Multiplicity = 3
F_max = 2.4 eV/A
⟨S²⟩ = 2.00
ΔE to the lowest compared entry with this formula, charge and spin = 23.6 kJ/mol
Kohn-Sham gap (alpha / beta) = 0.3169 / 0.3173 Ha
Total charge = 0

Last column: natural (NBO) charge in e.
Cartesian coordinates (Å):
Tm: 1.1852 0.0474 0.9983  1.612
O: 0.2413 -3.8392 2.6306  -0.549
C: 0.7890 -2.8660 2.1645  0.663
N: 0.6620 -1.5545 2.5260  -0.825
C: 0.1525 -1.2153 3.7373  0.660
O: 0.0376 -1.9071 4.7264  -0.558
C: -0.2744 0.2526 3.8152  0.161
C: -1.1034 0.6193 4.8727  -0.203
C: -1.5328 1.9285 4.9767  -0.143
C: -1.0747 2.8486 4.0453  -0.236
C: -0.2402 2.4084 3.0344  0.067
N: 0.1398 1.1348 2.8916  -0.518
C: 1.7526 -3.0280 0.9928  0.165
C: 2.5452 -4.1707 0.9402  -0.210
C: 3.4798 -4.2928 -0.0735  -0.139
C: 3.5569 -3.2915 -1.0302  -0.247
C: 2.6875 -2.2185 -0.9390  0.071
N: 1.8072 -2.0721 0.0540  -0.513
H: -1.3947 -0.1351 5.5864  0.257
H: -2.2070 2.2305 5.7624  0.226
H: -1.3703 3.8842 4.0892  0.225
H: 0.1304 3.1109 2.2941  0.191
H: 2.4327 -4.9245 1.7037  0.248
H: 4.1432 -5.1439 -0.1093  0.223
H: 4.2833 -3.3377 -1.8263  0.227
H: 2.6859 -1.4417 -1.6978  0.220
N: 2.2333 2.5418 0.8835  -0.663
N: 3.0221 2.3176 2.0607  -0.527
C: 3.6460 1.0195 2.1648  0.881
O: 4.5466 0.9095 2.9639  -0.631
O: 3.1578 0.1414 1.3852  -0.828
H: 2.8279 2.5966 0.0388  0.372
H: 1.7923 3.4570 0.9845  0.375
H: 3.6956 3.0512 2.2807  0.379
S: 0.9575 0.9437 -1.5692  -0.594
P: -0.9282 0.2398 -1.4489  1.154
S: -1.4548 -0.5538 0.3048  -0.519
C: -2.0671 1.6280 -1.7797  -0.294
C: -1.9796 2.7114 -0.9124  -0.212
C: -2.8494 3.7745 -1.0533  -0.200
C: -3.8088 3.7525 -2.0538  -0.202
C: -3.9009 2.6666 -2.9080  -0.209
C: -3.0355 1.5933 -2.7727  -0.211
C: -1.1364 -0.9146 -2.8431  -0.319
C: -0.5763 -0.5396 -4.0592  -0.218
C: -0.6094 -1.4133 -5.1270  -0.204
C: -1.2123 -2.6534 -4.9827  -0.196
C: -1.7987 -3.0122 -3.7801  -0.214
C: -1.7652 -2.1424 -2.7027  -0.199
H: -1.2284 2.6940 -0.1250  0.215
H: -2.7913 4.6209 -0.3854  0.211
H: -4.4941 4.5821 -2.1620  0.216
H: -4.6569 2.6530 -3.6780  0.217
H: -3.1175 0.7359 -3.4274  0.225
H: -0.1049 0.4289 -4.1422  0.231
H: -0.1632 -1.1310 -6.0689  0.216
H: -1.2197 -3.3411 -5.8143  0.216
H: -2.2798 -3.9733 -3.6784  0.219
H: -2.2155 -2.4112 -1.7586  0.238

Cartesian forces, eV/Å:
Tm -2.2 0.5 -1.0
O 0.2 0.0 0.0
C 0.1 -0.2 -0.2
N 0.1 0.2 0.0
C -0.1 0.0 0.3
O -0.1 0.2 -0.1
C -0.2 0.0 0.4
C 0.1 0.0 -0.1
C 0.2 -0.1 -0.2
C 0.1 -0.2 -0.1
C 0.0 0.2 -0.1
N -0.2 -0.3 0.4
C -0.1 -0.6 0.0
C -0.1 0.1 -0.1
C -0.1 0.2 0.1
C -0.2 0.0 0.1
C 0.1 0.0 -0.4
N 0.3 -0.2 0.6
H 0.0 -0.1 0.0
H 0.0 0.0 0.1
H 0.0 0.1 0.0
H -0.1 -0.1 0.1
H -0.1 0.0 0.1
H 0.0 -0.1 0.0
H 0.0 0.0 -0.1
H 0.0 0.0 0.1
N 0.5 -0.1 0.1
N 0.3 0.2 -0.1
C 0.9 1.6 0.8
O 0.0 -0.1 0.0
O 1.4 -0.7 -0.2
H -0.4 -0.1 0.5
H 0.0 -0.4 0.0
H -0.2 -0.3 -0.1
S 0.0 0.0 0.0
P -0.7 0.0 -0.5
S 0.0 0.0 -0.3
C 0.3 -0.3 0.1
C 0.1 0.0 0.0
C 0.1 0.1 0.1
C -0.1 0.0 -0.1
C -0.1 0.1 0.0
C 0.2 0.0 0.1
C 0.1 0.2 0.4
C 0.0 0.0 0.1
C 0.0 0.1 -0.1
C 0.0 -0.1 0.0
C 0.0 -0.1 -0.1
C 0.0 0.1 0.0
H -0.1 0.1 -0.1
H 0.0 0.1 0.1
H 0.0 0.0 0.0
H -0.1 0.0 -0.1
H 0.0 0.0 0.0
H 0.1 0.0 -0.1
H 0.0 0.0 -0.1
H 0.0 -0.1 -0.1
H 0.0 -0.1 0.0
H 0.0 0.0 0.1


No. 4
Here is 2 unconnected molecules or ions with the total composition C6H16NO2 at a distorted geometry from the OMol25 dataset. Energies are from ωB97M-V/def2-TZVPD.

Summary:
F_max = 4.9 eV/A
ΔE to the lowest compared entry with this formula, charge and spin = 307.9 kJ/mol
Kohn-Sham gap = 0.2480 Ha
Total charge = -1

Last column: natural (NBO) charge in e.
Cartesian coordinates (Å):
C: 0.2999 -1.3571 -2.3958  -0.395
N: 0.3817 -0.9545 -1.0658  -0.694
C: -0.0656 0.4775 -0.6091  -0.041
C: 0.1728 0.6396 0.8832  -0.480
C: 1.6518 0.6423 1.1642  -0.377
C: 2.0911 -0.7150 1.8699  -0.621
C: -1.6642 0.9445 -1.1604  -0.005
O: -2.3177 1.6995 -0.2841  -0.888
H: -0.1494 -2.3591 -2.6580  0.173
H: -0.2420 -0.7180 -2.9862  0.191
H: 1.3507 -1.5646 -2.7541  0.151
H: 0.0140 -1.5855 -0.3611  0.346
H: 0.7025 1.0363 -1.3749  0.149
H: -0.2988 -0.1445 1.4774  0.195
H: -0.2598 1.5775 1.2296  0.253
H: 2.5492 0.9338 0.3978  0.209
H: 1.9475 1.5801 1.8657  0.178
H: 2.7535 -0.4577 2.7537  0.190
H: 2.6382 -1.4419 1.2007  0.208
H: 1.2589 -1.2175 2.3645  0.194
H: -2.1613 0.0173 -1.3173  0.103
H: -1.4070 1.4679 -2.0866  0.100
H: -2.9799 0.9769 0.6850  0.481
H: -2.7251 -0.0251 1.7220  0.413
O: -3.5410 0.5473 1.4398  -1.032

Cartesian forces, eV/Å:
C 1.9 -3.3 -0.7
N -1.0 1.4 4.1
C 0.0 -0.6 -4.4
C 0.6 1.0 -1.8
C 4.2 1.3 2.0
C 1.4 0.9 0.6
C 2.8 0.3 1.7
O 0.4 0.9 -0.1
H -0.1 0.7 1.0
H -0.9 2.0 -1.7
H -0.7 0.8 -0.4
H -0.1 -0.3 -0.5
H -1.6 -0.2 2.5
H -0.1 -0.1 -0.3
H -0.3 0.0 -0.4
H -2.9 -1.1 0.7
H -1.0 -2.2 -0.7
H -0.3 -0.4 -1.1
H -0.7 0.9 0.6
H -0.2 0.0 -0.4
H -0.5 -1.5 -0.7
H -0.2 -0.1 -0.6
H -0.5 1.1 -0.7
H -2.5 1.2 -0.2
O 2.4 -2.6 1.5


No. 5
Here is a single C5H8O molecule from the OMol25 dataset. Energies are from ωB97M-V/def2-TZVPD.

Summary:
SMILES = C#C[C@@H](C)CO
F_max = 0.5 eV/A
ΔE to the lowest compared entry with this formula, charge and spin = 195.9 kJ/mol
Kohn-Sham gap = 0.4078 Ha
Total charge = 0

Last column: natural (NBO) charge in e.
Cartesian coordinates (Å):
C: -0.7148 -1.4723 -0.4333  -0.592
C: -0.2328 -0.0190 -0.4534  -0.332
C: -0.8281 0.7856 0.7134  -0.038
O: -0.3901 2.1212 0.7262  -0.711
C: 1.2345 0.0650 -0.3925  0.002
C: 2.4321 0.1608 -0.2918  -0.265
H: -0.3866 -1.9736 0.4833  0.212
H: -0.3139 -2.0304 -1.2836  0.222
H: -1.8087 -1.5133 -0.4782  0.212
H: -0.5573 0.4636 -1.3848  0.233
H: -1.9181 0.8171 0.6108  0.183
H: -0.5905 0.2688 1.6582  0.158
H: 0.5775 2.1019 0.7578  0.474
H: 3.4968 0.2246 -0.2320  0.243

Cartesian forces, eV/Å:
C 0.0 -0.1 0.0
C 0.0 0.1 -0.1
C -0.2 -0.3 0.0
O 0.2 0.1 0.0
C 0.5 0.0 0.1
C -0.4 -0.1 -0.1
H 0.0 0.1 -0.1
H -0.1 0.1 0.1
H 0.2 0.0 0.0
H 0.1 -0.1 0.1
H 0.2 0.0 0.0
H 0.0 0.1 -0.1
H -0.1 0.1 0.0
H -0.2 0.0 0.0


No. 6
Here is a molecular structure, C21H28N11O6S3Sn at a distorted geometry from the OMol25 dataset. Energies are from ωB97M-V/def2-TZVPD.

Summary:
F_max = 3.8 eV/A
ΔE to the lowest compared entry with this formula, charge and spin = 0.0 kJ/mol
Kohn-Sham gap = 0.2008 Ha
Total charge = +3

Last column: natural (NBO) charge in e.
Cartesian coordinates (Å):
Sn: -1.2638 0.4136 0.7314  1.974
C: -6.6202 0.1094 -0.4652  -0.694
C: -5.8681 0.6846 0.6347  0.397
N: -6.2440 1.0384 1.8683  -0.165
N: -5.1668 1.4218 2.5208  -0.284
C: -4.0870 1.2689 1.8084  0.254
S: -2.4703 1.5790 2.3921  0.002
N: -4.4953 0.8433 0.6383  -0.198
N: -3.5588 0.5045 -0.3244  -0.648
H: -7.6635 0.3961 -0.3096  0.305
H: -6.4312 -0.9613 -0.5226  0.270
H: -6.3883 0.5126 -1.3994  0.259
H: -5.3358 1.8079 3.4360  0.475
H: -3.5737 -0.5033 -0.5534  0.451
H: -3.4860 1.0450 -1.2049  0.447
N: -2.5065 -1.0812 -7.0851  -0.746
C: -2.0727 -1.0295 -5.8100  0.243
C: -1.6715 -2.2865 -5.2342  -0.242
C: -1.2245 -2.2986 -3.9378  -0.144
C: -1.2465 -1.1054 -3.2274  -0.454
C: -1.5138 0.1275 -3.7967  -0.160
C: -2.0293 0.1876 -5.1014  -0.280
S: -0.5617 -1.0555 -1.6203  2.321
O: -1.6664 -1.3872 -0.6176  -1.018
O: 0.6135 -1.7985 -1.4866  -0.853
N: -0.4484 0.4976 -1.1663  -1.024
C: 0.4963 1.4020 -1.0111  0.544
N: 1.2131 1.8419 -1.9655  -0.433
C: 2.2259 2.6948 -1.6612  0.180
C: 2.3480 3.2314 -0.3442  -0.286
C: 1.3633 2.8188 0.5282  0.131
N: 0.5250 1.8206 0.2457  -0.565
H: -2.3916 -1.9051 -7.6935  0.426
H: -2.9564 -0.2578 -7.5180  0.416
H: -1.8769 -3.2627 -5.7596  0.258
H: -0.8227 -3.2650 -3.5476  0.262
H: -1.2308 1.0171 -3.2360  0.228
H: -2.1877 1.1931 -5.5189  0.249
H: 2.9887 2.9885 -2.3768  0.245
H: 2.9951 4.0126 0.0520  0.276
H: 1.3848 3.2225 1.4920  0.228
C: 5.5553 1.9163 0.5162  -0.638
C: 5.4295 0.5234 1.1576  -0.662
S: 3.8707 0.2974 1.9903  2.163
O: 3.6080 1.3676 2.9371  -0.971
O: 2.8117 0.0036 1.0508  -1.008
C: 3.9938 -1.1778 3.0047  -0.673
C: 2.7776 -1.3637 3.9642  -0.232
N: 1.5375 -1.4798 3.1777  -0.294
C: 0.6943 -0.5115 2.8277  0.515
N: -0.1546 -0.9857 1.8805  -0.657
C: 0.1548 -2.3113 1.6457  0.015
C: 1.1732 -2.6404 2.4684  0.185
N: 1.7514 -3.9495 2.6420  0.510
O: 1.0146 -4.8755 2.2602  -0.309
O: 2.8596 -4.0438 3.1188  -0.324
C: 0.6071 0.8587 3.4468  -0.703
H: 6.6736 2.0566 0.3333  0.268
H: 5.1427 2.7284 1.1439  0.241
H: 5.2002 1.8736 -0.5502  0.224
H: 6.1876 0.3813 1.9434  0.263
H: 5.5423 -0.2672 0.3977  0.272
H: 4.8870 -0.9305 3.5649  0.266
H: 4.2512 -2.0533 2.3589  0.274
H: 2.7770 -0.4566 4.5619  0.254
H: 3.0253 -2.2096 4.5859  0.288
H: -0.3352 -2.9202 0.9168  0.284
H: 0.2568 1.6660 2.7675  0.220
H: 1.6194 1.1478 3.7040  0.309
H: -0.0056 0.8720 4.3307  0.270

Cartesian forces, eV/Å:
Sn 1.0 -1.0 -0.7
C -1.2 -0.3 1.0
C 0.4 0.7 2.8
N -1.9 -0.6 -2.8
N -0.3 0.0 0.5
C 1.7 1.1 1.8
S -0.6 0.3 0.1
N 0.5 -0.4 -2.4
N 1.1 -1.0 -0.5
H 0.0 -0.7 0.1
H -0.5 -0.2 0.1
H 0.8 0.9 -1.5
H 0.5 0.0 0.4
H -0.2 0.5 0.0
H -0.7 0.1 0.8
N -0.6 0.7 -1.1
C -0.5 -1.0 -1.1
C -0.6 0.0 0.3
C 0.2 -1.7 -0.5
C 1.3 0.6 1.4
C -0.8 0.3 -1.2
C 1.2 0.3 1.5
S -2.0 -0.1 -1.6
O 0.4 0.1 0.4
O 1.5 -1.0 0.5
N -3.4 -1.7 0.4
C 1.8 1.1 0.4
N 2.9 1.1 -2.0
C -0.1 0.4 1.8
C -1.3 -0.4 -1.0
C 0.9 -0.7 -0.4
N -0.6 1.0 1.3
H -0.1 0.8 0.8
H 0.7 -0.9 0.4
H 0.6 1.4 0.4
H -0.6 1.0 0.0
H -0.5 0.0 -0.4
H -0.1 -0.8 -0.2
H -0.5 -0.3 -0.5
H 0.3 -0.3 -0.8
H -0.4 0.4 1.5
C 1.5 -0.3 -1.3
C 0.3 0.0 0.2
S -0.8 -0.6 0.7
O 0.4 0.2 -0.5
O -0.4 0.3 -0.9
C 0.8 -0.4 -0.7
C 1.6 1.3 -1.0
N 0.0 -1.2 0.3
C -0.5 0.2 0.0
N 0.2 0.6 0.3
C 0.1 0.0 0.1
C -0.3 1.2 0.0
N -1.2 -1.8 -0.7
O 1.4 1.7 0.6
O -0.3 0.1 -0.1
C 0.6 0.0 -0.8
H -1.4 0.1 0.6
H 0.3 -0.4 -0.5
H -0.3 0.3 1.2
H -0.2 0.0 -0.2
H -0.2 0.2 0.4
H 0.1 -0.4 0.7
H -0.5 0.6 0.5
H -0.5 -0.1 0.2
H -0.6 -0.3 0.1
H -0.2 -0.1 -0.1
H 0.2 -0.8 0.2
H 0.1 0.3 0.2
H -0.3 -0.2 0.4